27
Properties=species:S:1:pos:R:3 method="wB97M-V/def2-TZVPD" spin_multiplicity=6 homo_lumo_gap_ha="0.128 / 0.151" total_energy_ha=-1534.80495 charge=0
C -0.219 0.231 -2.481
C -1.425 0.921 -2.675
C -1.146 2.265 -3.069
C 0.266 2.456 -3.124
C 0.914 1.263 -2.765
Sm 2.420 -0.755 0.049
P 0.354 -2.635 0.300
H -0.077 -0.825 -2.243
H -2.422 0.499 -2.546
H -1.892 3.021 -3.302
H 1.987 1.054 -2.728
H 0.767 3.386 -3.391
H 0.368 -3.634 -0.736
H -1.049 -2.397 0.238
H 0.287 -3.577 1.368
N 1.129 -2.824 4.307
C 0.809 -1.878 3.692
C 0.431 -0.722 2.902
C -0.874 -0.277 2.763
C -1.182 0.706 1.819
C -0.210 1.140 0.946
N 1.028 0.575 0.960
C 1.427 -0.154 2.080
H -1.654 -0.702 3.401
H -2.188 1.115 1.733
H -0.363 1.878 0.166
H 2.514 -0.130 2.338